Record 1
ORCA calculation (ωB97M-V/def2-TZVPD) on a cluster of 12 separate species, C32H66N2O14 in total at a distorted geometry.

The geometry in XYZ format:
```
114
Properties=species:S:1:pos:R:3:forces:R:3:lowdin_charge:R:1
C -0.343311 -0.330874 8.873029 0.2 -0.3 -1.0 0.042
N -0.524031 1.125281 8.546105 -0.2 -1.6 1.0 -0.468
O -1.617199 1.479599 8.193862 -0.8 0.2 -0.5 0.066
O 0.417964 1.825188 8.742919 1.3 1.2 0.0 0.077
H -0.248398 -0.852308 7.919070 -0.3 0.1 0.0 0.081
H -1.191740 -0.673163 9.437352 -0.3 0.0 0.1 0.089
H 0.593820 -0.502682 9.373671 0.2 0.4 0.4 0.088
C 3.609999 3.627191 -0.393455 0.6 1.3 -0.2 0.050
N 2.167227 3.284160 -0.401084 -0.8 0.5 -0.8 -0.398
O 1.644870 2.902427 -1.455358 0.9 0.3 1.2 0.030
O 1.556860 3.478286 0.633188 0.1 -0.4 -0.3 0.067
H 3.837304 4.310271 0.465796 -0.4 -0.8 -0.9 0.118
H 3.918997 4.054516 -1.361989 -0.6 0.1 0.4 0.108
H 4.174345 2.729324 -0.339081 0.3 -1.1 0.5 0.066
C -4.022847 -1.454788 -0.681776 1.1 0.3 -0.3 -0.002
C -3.149884 -1.741404 -1.894309 1.0 -0.7 0.8 -0.468
O -1.921808 -1.748303 -1.805612 -1.7 0.2 -0.3 0.029
C -3.892052 -2.032806 -3.166570 1.6 0.9 -0.9 -0.005
H -4.954210 -1.982793 -0.650747 -0.6 -0.1 -0.3 0.076
H -4.164696 -0.381751 -0.766422 -0.5 0.3 0.2 0.081
H -3.494468 -1.632787 0.241917 0.4 0.0 0.2 0.075
H -4.881975 -1.630762 -3.189743 -0.5 0.6 0.0 0.068
H -4.006966 -3.084081 -3.279349 0.1 -1.1 0.1 0.075
H -3.269256 -1.682915 -4.028809 -0.7 -0.2 0.6 0.105
C 3.992957 -0.267031 5.982851 0.3 1.2 -1.6 -0.016
C 2.599538 0.036285 5.372824 0.8 -1.4 1.8 -0.464
O 1.657639 0.052478 6.155205 0.4 0.2 -1.2 0.034
C 2.503830 0.235085 3.904783 0.1 0.4 -0.2 -0.007
H 4.488474 0.692080 6.201673 -0.1 0.0 -0.4 0.089
H 4.710225 -0.850384 5.351288 -0.9 0.3 0.5 0.090
H 3.830155 -0.662346 6.939831 -0.2 -1.0 1.2 0.050
H 1.678998 -0.290933 3.477901 -0.7 -0.7 -0.1 0.063
H 3.415167 -0.003043 3.329363 -0.4 0.4 0.4 0.088
H 2.155774 1.257730 3.808725 0.4 0.5 -0.4 0.100
C -1.531447 4.342486 1.994215 -0.5 -0.9 1.7 -0.018
C -2.310399 5.032301 0.969781 -2.0 0.0 -0.6 -0.557
O -3.524903 5.117922 1.021862 -0.2 -0.3 0.8 0.047
C -1.700745 5.587104 -0.233972 0.4 -1.0 -1.9 -0.026
H -2.271273 3.879943 2.698988 0.8 0.5 -0.4 0.111
H -0.891697 5.049939 2.525264 0.1 -0.1 0.0 0.097
H -0.921365 3.540848 1.593838 0.3 0.0 -0.2 0.054
H -2.535464 5.970027 -0.857217 0.8 -0.3 0.2 0.091
H -1.122934 4.748590 -0.756321 -0.5 1.3 0.5 0.107
H -1.060038 6.391642 0.032661 1.0 0.7 0.0 0.073
C 0.337099 -3.059214 4.835862 0.0 -1.6 -1.9 -0.010
C -0.919549 -3.348995 3.993362 1.0 0.4 -0.4 -0.480
O -1.087864 -4.355838 3.325719 0.2 0.6 0.9 0.043
C -1.822380 -2.169299 3.923992 -0.6 0.3 -0.3 -0.022
H 1.181467 -3.254725 4.155253 -0.1 0.4 0.1 0.092
H 0.463595 -3.855558 5.544859 -0.1 0.0 0.9 0.078
H 0.354643 -2.049825 5.185694 0.1 0.4 0.6 0.042
H -2.767168 -2.493071 3.516168 -0.5 0.1 0.0 0.078
H -1.426285 -1.402742 3.245950 0.3 -0.2 -0.1 0.087
H -1.916287 -1.635393 4.867946 -0.2 -0.3 0.2 0.085
C 5.957462 -1.353631 0.509917 -1.0 -0.6 0.3 -0.017
C 4.654091 -0.955427 -0.134912 -0.8 -0.5 -0.3 -0.471
O 4.141208 0.118134 0.104313 0.3 0.1 0.0 0.039
C 3.950804 -1.947274 -1.059922 2.1 -0.1 0.3 -0.012
H 5.911963 -2.373570 0.955890 0.2 0.6 -0.6 0.102
H 6.121369 -0.635953 1.273242 0.4 0.6 0.9 0.061
H 6.733758 -1.237893 -0.218649 0.6 -0.4 -0.5 0.080
H 3.308777 -2.579497 -0.469977 -0.1 -0.5 0.3 0.085
H 4.697846 -2.525239 -1.653347 -0.6 0.1 0.6 0.102
H 3.347741 -1.435514 -1.746358 -0.9 0.8 -0.9 0.025
C -0.603725 -4.323118 -0.413788 0.0 -0.8 0.4 -0.033
C -1.552362 -5.085908 -1.342047 2.3 0.1 1.0 -0.477
O -1.544112 -4.857323 -2.533067 -0.9 -0.6 0.5 0.055
C -2.334016 -6.144305 -0.577160 -0.7 -0.5 -0.6 -0.023
H -1.173207 -3.798226 0.336436 -0.3 0.5 0.2 0.069
H 0.062648 -3.668579 -0.927504 0.1 0.7 -0.6 0.052
H 0.032211 -4.985986 0.196514 -0.4 -0.2 -0.4 0.090
H -1.830085 -6.735592 0.236549 0.0 0.9 -1.1 0.104
H -2.818088 -6.804762 -1.303275 0.1 -0.1 0.2 0.078
H -3.131977 -5.596575 -0.085531 -0.3 0.1 0.3 0.079
C -5.823529 2.296358 -2.723325 -0.3 -0.6 -0.8 -0.022
C -4.844109 2.826653 -3.715790 0.1 0.6 -0.1 -0.515
O -4.283220 2.160046 -4.547721 0.0 -0.3 -0.1 0.067
C -4.588296 4.316447 -3.587045 -0.4 0.2 -1.1 -0.022
H -6.239562 1.328432 -3.002643 0.4 -0.2 0.1 0.084
H -6.653177 2.968867 -2.665832 -0.5 0.6 0.3 0.077
H -5.300575 2.298774 -1.788583 0.1 -0.2 0.8 0.082
H -5.179945 4.853864 -4.385473 0.2 -0.5 1.1 0.113
H -3.574508 4.518936 -3.842895 0.9 0.0 -0.3 0.064
H -4.738701 4.692982 -2.584939 -0.5 0.2 0.1 0.071
C 0.505351 -1.055203 -4.423600 -1.8 0.5 -0.4 -0.029
C 1.448865 -2.167836 -4.274028 -0.7 -1.7 0.3 -0.476
O 2.534606 -2.003748 -3.787872 0.9 -0.2 0.1 0.047
C 0.941830 -3.585846 -4.695649 0.6 -0.4 0.0 -0.008
H -0.494319 -1.416517 -4.097248 0.5 0.5 0.0 0.086
H 0.385806 -0.780978 -5.466522 -0.1 -0.3 -0.5 0.095
H 0.785932 -0.106236 -3.973845 0.1 -0.3 0.6 0.067
H 1.689719 -4.028352 -5.367583 -0.2 0.4 -0.3 0.078
H -0.058180 -3.621180 -5.140604 0.3 0.3 0.0 0.075
H 0.930882 -4.378163 -3.917643 0.0 1.1 0.3 0.080
C 1.547434 2.951107 -5.004653 -0.1 -2.5 1.1 -0.029
C 2.993866 2.368339 -4.993949 -1.2 2.4 -2.1 -0.471
O 3.915646 3.176144 -4.966871 -0.4 -1.5 0.6 0.034
C 3.181392 0.900668 -5.360829 1.2 0.6 -0.5 -0.017
H 1.487087 4.030492 -4.994367 0.3 0.1 0.1 0.062
H 1.165534 2.521876 -3.998778 -0.2 0.8 -1.7 0.082
H 0.984740 2.535206 -5.906894 0.6 0.4 1.4 0.097
H 2.925569 0.674458 -6.421317 -0.4 0.6 0.7 0.102
H 2.707353 0.143879 -4.725169 0.6 0.4 0.0 0.039
H 4.277967 0.926305 -5.407012 -0.1 -1.1 0.5 0.084
C 0.847528 -0.145341 -0.069987 0.3 -0.5 -1.3 -0.021
C -0.375401 0.652352 0.286909 0.0 -0.7 -1.2 -0.487
O -0.678128 0.647053 1.449169 -0.8 0.5 1.0 0.049
C -1.225161 1.390199 -0.773288 0.7 0.1 1.0 0.007
H 1.583917 -0.028407 0.738441 -0.2 -0.2 -0.4 0.067
H 1.304751 0.143493 -1.043565 -0.3 -0.1 0.7 0.077
H 0.518949 -1.221113 -0.180174 0.3 1.0 0.2 0.095
H -0.572356 2.068250 -1.332086 -0.2 -0.3 -0.1 0.057
H -1.897001 1.958417 -0.161493 -0.5 0.7 0.2 0.060
H -1.869167 0.794674 -1.413532 0.5 -0.5 -0.2 0.061
```
Forces are in eV/Å.

The charge is 0. Its HOMO energy is -9.3 eV. Its SMILES is C[N+](=O)[O-].C[N+](=O)[O-].CC(C)=O.CC(C)=O.CC(C)=O.CC(C)=O.CC(C)=O.CC(C)=O.CC(C)=O.CC(C)=O.CC(C)=O.CC(C)=O. The calculation puts the energy relative to the best compared isomer or geometry (same formula, charge and spin) at 0.0 kcal per mole. Its total energy is -65891.5991 eV.



Record 2
ORCA calculation (ωB97M-V/def2-TZVPD) on a structure of composition C7H9FO2 at a distorted geometry.

The geometry in XYZ format:
```
19
Properties=species:S:1:pos:R:3:forces:R:3:lowdin_charge:R:1
C 1.673824 1.641410 0.188593 -1.1 -2.3 0.3 -0.079
C 0.480179 1.681975 1.012536 0.1 1.8 0.8 -0.087
C 2.086301 0.483103 -0.301917 1.1 -1.4 -1.4 -0.077
C -0.363766 0.686547 1.215122 -0.3 -2.1 -1.4 0.009
C 1.277269 -0.722771 -0.409204 -5.2 -1.9 -1.9 -0.208
C -0.495016 -0.540127 0.278104 4.7 3.5 0.9 -0.450
C -2.671008 -0.450621 -0.860339 0.4 2.0 0.6 -0.036
O 1.976807 -1.906492 -0.027674 0.3 1.9 0.1 -0.017
O -1.271281 -0.192120 -0.767534 0.6 -0.2 -1.4 -0.116
F -0.848897 -1.645455 0.916480 -0.6 -1.3 0.4 0.095
H 2.428102 2.327726 0.237867 1.2 2.5 0.1 0.073
H 0.325549 2.602720 1.621946 0.3 -0.8 -0.3 0.118
H 3.071050 0.313442 -0.807044 -0.6 0.6 0.8 0.134
H -1.035061 0.666388 2.020107 -1.0 0.4 1.1 0.093
H 0.747611 -0.788986 -1.501358 1.8 0.0 2.0 0.178
H -3.268729 0.486108 -0.491055 0.9 -1.9 -0.6 0.127
H -2.830375 -1.336254 -0.286073 -0.9 -0.5 0.2 0.073
H -2.761970 -0.594933 -1.929104 -0.8 -0.1 0.0 0.088
H 1.479402 -2.711658 -0.109461 -0.7 -0.2 -0.3 0.081
```
Forces are in eV/Å.

The charge is 0. Its HOMO energy is -8.7 eV. The calculation puts the energy relative to the best compared isomer or geometry (same formula, charge and spin) at 49.1 kcal per mole. Its total energy is -14213.6992 eV.



Record 3
ORCA calculation (ωB97M-V/def2-TZVPD) on an isolated molecule of C7H12.

The geometry in XYZ format:
```
19
Properties=species:S:1:pos:R:3:forces:R:3:lowdin_charge:R:1
C 1.776360 0.006269 -1.643345 0.0 0.0 0.0 -0.084
C 0.289970 -0.131725 -1.302728 0.0 0.0 0.0 -0.366
C 0.035363 -0.972036 -0.025154 0.0 0.0 0.0 -0.128
C -1.034641 -0.229960 0.813698 0.0 0.0 0.0 -0.369
C -0.711321 -0.198201 2.307980 0.0 0.0 0.1 -0.084
C -1.079239 1.132543 0.160627 0.1 0.0 -0.1 -0.069
C -0.387856 1.180303 -0.974637 -0.1 0.0 0.1 -0.069
H 2.314742 0.513957 -0.833565 -0.1 -0.1 -0.1 0.081
H 2.234106 -0.979796 -1.786457 -0.1 0.1 0.0 0.076
H 1.930004 0.581617 -2.563762 0.0 -0.1 0.1 0.073
H -0.209568 -0.592834 -2.168213 0.0 0.1 0.1 0.135
H -0.260160 -2.000536 -0.256666 0.1 0.1 0.0 0.114
H 0.965306 -1.029379 0.556635 -0.1 0.0 -0.1 0.111
H -2.017241 -0.710810 0.689841 0.1 0.1 0.0 0.136
H 0.257531 0.286214 2.479677 -0.1 -0.1 0.0 0.081
H -0.658194 -1.213453 2.718310 0.0 0.1 -0.1 0.076
H -1.470420 0.353426 2.874695 0.1 -0.1 -0.1 0.073
H -1.652358 1.956585 0.581382 0.1 -0.1 -0.1 0.107
H -0.322384 2.047817 -1.628318 0.0 -0.1 0.1 0.107
```
Forces are in eV/Å.

The charge is 0. Its HOMO energy is -9.1 eV. Its SMILES is C[C@@H]1C=C[C@H](C)C1. The calculation puts the energy relative to the best compared isomer or geometry (same formula, charge and spin) at 2.3 kcal per mole. Its total energy is -7453.3298 eV.



Record 4
ORCA calculation (ωB97M-V/def2-TZVPD) on the ion C3H7N2OS with charge -1 at a distorted geometry.

The geometry in XYZ format:
```
14
Properties=species:S:1:pos:R:3:forces:R:3:lowdin_charge:R:1
N -0.243241 1.414417 0.571437 -0.8 1.3 -0.4 -0.021
C -0.639748 0.074107 0.033837 2.5 0.8 1.6 -0.462
C -0.405014 -0.212925 -1.410299 -0.5 1.3 -0.6 -0.707
S -1.219265 1.143492 -2.413341 0.0 -0.8 0.1 0.068
C 0.107011 -0.950552 1.012684 -4.3 0.3 0.2 -0.516
N 1.427656 -0.983570 0.900528 2.0 -0.1 0.2 0.155
O -0.562552 -1.625816 1.800965 1.1 0.1 -0.5 -0.005
H -1.035594 2.125756 0.398517 1.8 -1.7 0.0 0.078
H 0.566266 1.796275 0.066186 -0.6 -0.2 0.0 0.044
H -1.676947 0.116326 0.140007 -1.7 -0.9 0.8 0.085
H 0.639228 -0.061806 -1.647914 0.5 -0.8 -0.1 0.014
H -0.793774 -1.240135 -1.540737 0.4 0.4 -0.6 0.067
H 1.820420 -0.163855 0.480846 0.3 0.1 -0.3 0.086
H 2.015555 -1.431717 1.607289 -0.7 0.2 -0.3 0.115
```
Forces are in eV/Å.

The charge is -1. Its HOMO energy is -2.7 eV. Its SMILES is NC(=O)[C@@H](N)C[S-]. The calculation puts the energy relative to the best compared isomer or geometry (same formula, charge and spin) at 24.0 kcal per mole. Its total energy is -19088.4575 eV.



Record 5
ORCA calculation (ωB97M-V/def2-TZVPD) on a cluster of 10 separate species, C16H50ClN6O13 in total at a distorted geometry.

The geometry in XYZ format:
```
86
Properties=species:S:1:pos:R:3:forces:R:3:lowdin_charge:R:1
Cl -1.435346 -1.006492 0.432430 -3.6 -3.5 0.8 0.617
O -0.122479 -0.619193 0.837049 0.8 0.6 -0.8 -0.377
O -2.199080 -1.345105 1.624465 0.2 0.9 0.8 -0.428
O -2.187482 -0.009572 -0.296680 1.1 0.6 -0.2 -0.395
O -1.492488 -2.278850 -0.316461 1.5 1.4 -0.5 -0.418
C -3.277633 1.877690 9.444844 1.9 -0.7 -0.5 -0.082
C -2.409177 1.296132 8.259389 -2.2 -0.2 0.6 -0.274
O -3.389672 0.572321 7.456977 1.0 0.5 0.2 -0.105
H -4.085015 2.541413 9.135484 0.1 -0.2 -0.2 0.069
H -2.588653 2.396353 10.111484 -0.1 0.4 0.1 0.058
H -3.627462 1.022172 10.022597 -0.4 0.1 -0.2 0.065
H -1.663842 0.585422 8.616407 0.0 0.0 0.3 0.099
H -1.871673 2.056800 7.693203 -0.3 0.2 -0.2 0.098
H -2.892460 0.018539 6.850588 -0.1 -0.1 -0.3 0.074
C 2.090721 -4.500100 5.738582 1.4 2.4 -0.9 -0.122
C 0.898392 -5.293748 5.446895 -0.8 -0.6 -0.2 -0.346
O 0.735020 -5.607266 4.062225 0.4 -0.5 0.3 -0.073
H 2.067157 -3.966933 6.688989 0.1 -0.7 0.5 0.076
H 2.030582 -3.645211 5.065053 0.2 0.2 -0.3 0.076
H 3.061432 -4.940876 5.511598 -0.1 -0.3 0.3 0.079
H 0.054619 -4.683717 5.769431 -0.4 -0.5 0.3 0.114
H 1.017660 -6.226218 5.998591 -0.8 -0.2 -0.1 0.109
H 0.223203 -4.938323 3.601628 0.0 0.2 0.2 0.086
C -5.153293 -7.797055 0.687187 -0.9 0.1 0.7 -0.081
C -5.862823 -6.463521 0.968137 -0.3 -2.2 1.5 -0.394
O -5.742197 -5.721619 -0.137708 1.0 2.9 -2.3 -0.055
H -5.422075 -8.491776 1.482944 0.4 -0.3 0.0 0.064
H -4.085263 -7.582539 0.649846 0.0 -0.3 0.2 0.074
H -5.445935 -8.214623 -0.276190 -0.2 0.1 0.1 0.069
H -5.366931 -6.014154 1.828527 -0.1 0.2 0.3 0.112
H -6.934837 -6.460983 1.165313 -0.1 -0.9 0.4 0.110
H -4.953689 -5.204827 0.043389 0.1 0.5 -0.9 0.102
C 6.757636 2.248111 1.313507 -0.6 1.1 -0.8 -0.090
C 5.211453 2.275674 1.399234 2.9 0.9 0.1 -0.337
O 5.029950 1.261366 2.315905 -2.0 -2.0 0.3 -0.089
H 7.080194 1.207084 1.295449 0.0 0.1 0.3 0.072
H 7.106270 2.814950 2.176785 0.6 -0.3 -0.1 0.068
H 7.100838 2.691219 0.378641 0.2 0.3 0.1 0.061
H 4.822703 2.128052 0.391667 -0.6 -0.1 0.2 0.114
H 4.864810 3.160264 1.933519 -0.1 0.7 -1.0 0.110
H 4.159696 0.936641 2.073426 -0.3 -0.7 0.8 0.089
C -4.951856 4.808139 -4.683344 0.9 -0.1 0.8 -0.091
C -4.497113 4.472882 -6.112107 0.0 0.5 1.0 -0.319
O -5.271597 5.276306 -6.971434 -0.5 0.4 -0.4 -0.087
H -4.296538 4.404293 -3.911606 0.3 -0.9 -0.3 0.065
H -5.950340 4.560885 -4.322799 -0.2 0.1 -0.7 0.072
H -4.693360 5.846212 -4.474320 -0.7 0.4 -0.5 0.069
H -4.541266 3.431493 -6.430922 -0.1 -0.2 0.4 0.107
H -3.456307 4.796150 -6.129922 0.3 -0.1 -0.3 0.103
H -4.966600 5.202530 -7.878693 0.1 -0.1 0.0 0.080
C 1.532588 5.959617 -4.052686 1.3 -2.0 -2.6 -0.767
O 2.129538 5.163500 -4.799690 -0.3 1.0 0.8 0.003
N 1.587579 7.263975 -4.141282 1.2 3.3 -0.9 0.152
N 0.645840 5.584519 -3.181371 -2.8 -3.0 3.2 0.155
H 1.145828 7.852412 -3.449407 0.3 0.0 -0.5 0.108
H 2.203412 7.620855 -4.857854 -0.2 0.3 0.4 0.118
H 0.162167 6.126025 -2.479272 0.4 0.3 -0.4 0.109
H 0.535445 4.588818 -3.052949 0.1 0.1 0.0 0.121
C -0.013969 5.184325 2.447671 3.3 -0.5 2.4 -0.796
O 1.020280 5.806856 2.636867 0.1 0.7 -0.5 0.024
N -0.990825 5.463082 1.666570 -4.1 4.0 -4.9 0.149
N -0.290079 4.049414 3.041856 -0.5 -3.4 2.1 0.158
H -1.960382 5.183282 1.708665 0.5 -0.6 0.5 0.120
H -0.940505 6.331394 1.153148 0.3 0.0 0.2 0.113
H 0.387996 3.542872 3.592960 -0.1 0.3 -0.2 0.120
H -1.087813 3.548834 2.676970 0.5 -0.4 0.4 0.112
C -0.279403 0.108733 -7.128559 4.5 0.4 -2.1 -0.762
O 0.773670 0.157807 -7.807686 -1.8 -0.4 0.2 -0.016
N -0.603708 1.087013 -6.325242 -0.6 3.1 1.7 0.148
N -1.133539 -0.867916 -7.063023 -1.8 -2.7 -0.3 0.163
H -1.192543 0.908113 -5.524394 0.3 0.6 -0.1 0.111
H -0.069398 1.934277 -6.454723 -0.1 -0.2 0.6 0.121
H -1.846486 -0.731760 -6.360696 -0.2 -1.0 -0.6 0.111
H -0.977383 -1.707164 -7.602816 -0.2 0.1 0.5 0.124
C 5.397580 -3.433641 -1.761416 -1.2 -1.4 -1.4 -0.037
C 4.535397 -4.485101 -2.613185 1.2 1.0 0.0 -0.487
C 5.282798 -5.060188 -3.828828 -0.6 0.5 0.2 -0.059
O 4.156520 -5.580304 -1.834633 0.1 -0.7 0.9 -0.060
H 4.701772 -2.883035 -1.128343 0.2 0.1 0.1 0.068
H 5.871433 -2.765292 -2.480353 0.1 0.2 0.3 0.065
H 6.123359 -3.989674 -1.167967 0.1 0.2 0.0 0.072
H 3.588252 -4.021713 -2.889384 0.2 0.6 -0.6 0.128
H 6.065210 -5.756639 -3.527370 0.0 0.1 0.2 0.078
H 5.719024 -4.274521 -4.445689 0.0 0.1 0.1 0.071
H 4.565193 -5.593979 -4.451897 0.1 -0.1 0.0 0.072
H 3.777299 -5.191190 -1.043190 -0.2 -0.3 0.3 0.089
```
Forces are in eV/Å.

The charge is -1. Its HOMO energy is -6.0 eV. Its total energy is -65476.1815 eV.